Entry 1:
{
  "formula": "C24H23BF3O15",
  "method": "ωB97M-V with the def2-TZVPD basis set",
  "species": ["C", "O", "B", "O", "C", "C", "C", "O", "C", "C", "F", "F", "F", "H", "H", "H", "H", "H", "H", "H", "H", "H", "H", "H", "C", "C", "C", "O", "C", "C", "C", "O", "O", "O", "H", "H", "H", "H", "C", "C", "C", "O", "C", "C", "C", "O", "O", "O", "H", "H", "H", "H", "C", "C", "C", "O", "C", "C", "C", "O", "O", "O", "H", "H", "H", "H"],
  "coordinates": [[-1.678, -2.371, 2.131], [-1.932, -1.803, 0.874], [-3.184, -1.087, 0.792], [-4.067, -1.669, -0.149], [-3.491, 0.109, 1.591], [-2.248, 0.963, 1.949], [-2.647, 2.331, 2.490], [-1.919, 3.463, 1.980], [-0.542, 3.330, 2.060], [0.126, 3.197, 0.680], [0.989, 4.236, 0.471], [0.854, 2.065, 0.553], [-0.773, 3.225, -0.332], [-2.584, -2.493, 2.713], [-0.994, -1.764, 2.722], [-1.207, -3.345, 1.997], [-3.864, -2.605, -0.179], [-4.215, 0.714, 1.041], [-1.727, 0.439, 2.748], [-1.575, 1.043, 1.100], [-2.598, 2.316, 3.574], [-3.677, 2.501, 2.215], [-0.151, 4.258, 2.470], [-0.228, 2.526, 2.714], [0.860, 4.112, 7.622], [0.276, 3.137, 6.911], [-0.958, 3.383, 6.085], [-1.408, 2.447, 5.460], [-1.535, 4.718, 6.082], [-0.951, 5.688, 6.795], [0.293, 5.447, 7.604], [0.765, 6.393, 8.210], [-1.411, 6.932, 6.849], [0.726, 1.895, 6.871], [1.746, 3.947, 8.217], [-2.427, 4.880, 5.493], [-0.796, 7.417, 7.429], [0.121, 1.407, 6.278], [-0.460, -5.708, -3.420], [0.273, -4.589, -3.489], [0.086, -3.455, -2.512], [0.810, -2.488, -2.645], [-0.936, -3.582, -1.487], [-1.667, -4.702, -1.427], [-1.467, -5.843, -2.382], [-2.163, -6.835, -2.247], [-2.625, -4.900, -0.525], [1.209, -4.388, -4.406], [-0.335, -6.529, -4.112], [-1.082, -2.755, -0.795], [-2.987, -5.784, -0.710], [1.588, -3.503, -4.221], [5.299, -1.735, -7.773], [4.827, -2.306, -6.657], [3.614, -1.774, -5.943], [3.248, -2.367, -4.947], [2.958, -0.594, -6.472], [3.432, -0.022, -7.587], [4.631, -0.566, -8.316], [4.983, 0.007, -9.330], [2.895, 1.056, -8.135], [5.375, -3.372, -6.098], [6.167, -2.110, -8.296], [2.098, -0.213, -5.940], [3.430, 1.252, -8.926], [4.832, -3.576, -5.313]],
  "forces_ev_per_a": [[0.3855, 0.0150, -0.1310], [-0.2122, -0.3734, 0.1864], [-0.2390, 0.1739, 0.0786], [-0.1497, -0.0046, 0.0244], [0.8416, 0.4029, -0.8263], [-0.9014, -0.4972, 0.3930], [-0.3616, -0.4480, -0.1939], [0.0053, -0.0743, 0.0887], [-0.1173, 0.6212, -0.0203], [-0.3920, -0.1989, -0.5185], [-0.1499, -0.3415, -0.0348], [-0.1220, 0.3839, -0.0103], [0.7249, -0.0124, 0.5722], [-0.2827, -0.0546, 0.1506], [0.1809, 0.2377, 0.1407], [0.0776, -0.2517, -0.0334], [0.0949, -0.2676, -0.2515], [-0.4712, 0.1574, 0.3354], [0.5432, -0.0854, 0.0556], [0.3205, 0.2835, -0.1709], [0.0349, 0.2084, 0.1292], [-0.2232, 0.3070, -0.1828], [0.2163, 0.2093, 0.1053], [0.1107, -0.4101, -0.0559], [0.0540, 0.1663, 0.0955], [0.2190, 0.0793, 0.1621], [-0.2416, 0.4455, -0.0789], [0.1637, -0.2841, 0.1923], [-0.0745, -0.1210, -0.0764], [-0.1905, -0.0873, -0.1686], [0.2406, -0.3824, 0.0589], [-0.0898, 0.2025, 0.0186], [0.0040, 0.0754, 0.0295], [-0.0281, -0.0972, -0.0448], [0.0121, -0.0241, -0.0126], [0.0150, 0.0145, -0.0240], [0.0842, 0.0567, 0.0628], [-0.0473, -0.0457, -0.0692], [-0.1057, -0.1586, 0.0269], [-0.0473, -0.2392, -0.1390], [-0.3788, -0.0382, 0.3622], [0.1895, 0.0490, -0.1820], [0.1931, 0.2505, 0.0025], [0.0895, 0.2467, 0.0353], [0.2344, -0.0274, -0.2972], [-0.1357, -0.0289, 0.1242], [-0.0516, -0.0466, 0.0314], [0.0550, 0.1328, 0.0457], [0.0185, 0.0035, -0.0110], [-0.1074, -0.0540, 0.0634], [-0.0526, -0.0982, -0.0166], [0.0848, 0.0727, -0.0123], [0.0385, 0.1126, -0.1633], [0.1968, -0.0011, -0.1765], [-0.2825, 0.4375, -0.1144], [0.1013, -0.2849, 0.0960], [-0.0688, -0.0987, 0.1452], [-0.1688, -0.0244, 0.2094], [0.2665, -0.3648, 0.1156], [-0.0854, 0.1971, -0.0986], [0.0006, 0.0633, -0.0794], [-0.0133, -0.0585, 0.0733], [0.0027, -0.0269, 0.0090], [-0.0021, 0.0140, -0.0105], [0.0561, 0.0225, -0.0922], [-0.0620, -0.0309, 0.0774]],
  "homo_lumo_gap_ha": 0.076,
  "energy_ev": -64802.6229,
  "e_homo_ev": -2.337,
  "total_charge": -1
}

=====

Entry 2:
{
  "formula": "C24H23Br4N3O6Tl",
  "method": "ωB97M-V with the def2-TZVPD basis set",
  "species": ["Tl", "C", "C", "O", "C", "C", "O", "C", "C", "O", "C", "C", "O", "H", "H", "H", "H", "H", "H", "H", "H", "H", "H", "H", "H", "H", "H", "H", "H", "Br", "C", "C", "Br", "C", "Br", "C", "O", "C", "O", "C", "Br", "N", "C", "C", "C", "C", "C", "C", "C", "N", "C", "C", "N", "C", "H", "H", "H", "H", "H", "H", "H"],
  "coordinates": [[-0.051, 0.604, 0.695], [1.114, -0.051, -2.847], [-0.199, 0.678, -3.059], [-1.143, 0.188, -2.128], [-2.418, -0.191, -2.589], [-3.144, -0.737, -1.380], [-2.324, -1.745, -0.866], [-2.526, -2.124, 0.472], [-1.334, -2.956, 0.901], [-0.126, -2.219, 0.799], [0.803, -2.766, -0.156], [2.481, -1.069, -1.170], [1.369, -0.163, -1.465], [1.916, 0.507, -3.347], [1.064, -1.050, -3.294], [-0.534, 0.514, -4.087], [-0.074, 1.752, -2.895], [-2.336, -0.973, -3.354], [-2.964, 0.663, -3.006], [-4.127, -1.128, -1.672], [-3.285, 0.067, -0.646], [-3.442, -2.719, 0.581], [-2.612, -1.236, 1.112], [-1.284, -3.845, 0.267], [-1.470, -3.261, 1.942], [-0.087, -1.823, -1.575], [0.932, -3.824, 0.068], [2.724, -1.609, -2.083], [3.347, -0.477, -0.882], [5.162, -3.847, 3.470], [4.083, -3.169, 2.061], [4.045, -3.752, 0.817], [5.118, -5.293, 0.495], [3.279, -3.211, -0.230], [3.145, -4.170, -1.900], [2.248, -2.115, -0.044], [0.221, -2.729, -1.440], [2.487, -1.403, 1.295], [1.912, -0.224, 1.458], [3.309, -1.955, 2.232], [3.480, -0.936, 3.841], [5.200, 7.446, 6.672], [4.376, 6.994, 6.017], [3.327, 6.436, 5.195], [3.523, 5.244, 4.508], [2.511, 4.710, 3.731], [1.292, 5.366, 3.634], [1.096, 6.560, 4.309], [2.108, 7.091, 5.087], [0.247, 4.809, 2.860], [-1.112, 4.918, 3.095], [-1.708, 4.172, 2.127], [-0.759, 3.618, 1.290], [0.389, 4.015, 1.755], [4.469, 4.727, 4.599], [2.661, 3.766, 3.220], [0.158, 7.089, 4.206], [1.960, 8.024, 5.615], [-1.516, 5.466, 3.931], [-2.762, 3.990, 1.983], [1.352, 3.765, 1.325]],
  "forces_ev_per_a": [[0.1175, -0.5312, 0.1352], [0.0343, -0.0771, -0.0251], [-0.0706, 0.0555, 0.1123], [0.0025, -0.0284, -0.0290], [0.0972, 0.0311, -0.0224], [0.0638, 0.0649, 0.0772], [-0.1340, -0.2296, -0.0102], [0.1217, 0.0884, 0.0188], [0.1159, 0.0099, -0.0990], [0.1362, 0.0720, -0.1417], [-0.1829, 0.1741, -0.0929], [0.0091, 0.0200, -0.0257], [0.2693, -0.2300, 0.1124], [0.0440, -0.0175, -0.0526], [-0.0025, -0.0466, 0.0127], [-0.0044, 0.0462, -0.0551], [-0.0354, 0.0454, -0.0124], [0.0305, -0.0009, -0.0470], [-0.0506, 0.0394, -0.0522], [-0.0952, 0.0371, -0.0107], [0.0031, 0.0019, 0.0362], [-0.0632, -0.0112, 0.0337], [-0.0228, 0.0365, -0.0198], [0.0148, -0.0288, 0.0377], [-0.0029, -0.0333, 0.0124], [-0.1059, -0.0013, 0.0860], [0.0054, -0.1270, 0.0719], [-0.0816, 0.0028, -0.0782], [-0.0326, 0.1441, 0.0392], [-0.1223, 0.0808, -0.0240], [-0.0270, 0.0347, 0.1213], [-0.2688, 0.3354, -0.2356], [-0.0574, 0.0121, -0.0480], [0.2904, 0.0517, 0.1686], [0.0058, 0.0045, 0.0414], [-0.3021, -0.0349, -0.0349], [0.2888, -0.0417, 0.1850], [0.2537, -0.3051, 0.2265], [-0.1771, 0.1057, -0.3316], [-0.1446, 0.0407, -0.1606], [0.0606, -0.0266, 0.0236], [0.2555, 0.1493, 0.2013], [-0.4221, -0.2345, -0.3377], [0.1028, 0.0696, 0.0839], [0.1824, -0.1648, -0.0594], [0.1624, -0.2272, -0.0405], [-0.0924, -0.0807, -0.0658], [-0.0546, 0.2289, 0.0671], [-0.1300, 0.1507, 0.0747], [0.1661, 0.1029, 0.1024], [0.0563, -0.0822, -0.0252], [0.0984, -0.0525, -0.1400], [-0.3047, 0.3564, 0.0636], [0.0267, -0.0253, -0.0081], [-0.0563, -0.0220, -0.0469], [0.0176, 0.0189, 0.0976], [-0.0039, 0.0093, 0.0229], [-0.0439, 0.0007, -0.0218], [0.0905, -0.0588, -0.0576], [0.0735, 0.0158, 0.0005], [-0.1052, 0.0816, 0.1454]],
  "homo_lumo_gap_ha": 0.126,
  "relative_energy_kj_mol": 229.0,
  "energy_ev": -326877.9807,
  "e_homo_ev": -1.947,
  "total_charge": -1
}

=====

Entry 3:
{
  "formula": "C24H23ClCrN2OP",
  "method": "ωB97M-V with the def2-TZVPD basis set",
  "species": ["Cr", "Cl", "C", "O", "P", "C", "C", "C", "C", "C", "C", "C", "C", "H", "H", "H", "H", "H", "C", "C", "C", "C", "C", "H", "H", "H", "H", "H", "C", "C", "C", "C", "C", "H", "H", "H", "H", "H", "H", "H", "N", "C", "C", "C", "N", "C", "C", "H", "H", "H", "H", "H", "H"],
  "coordinates": [[-0.192, 0.241, 0.251], [-0.746, 1.489, 1.945], [-1.437, 0.380, -1.081], [-2.503, 0.638, -1.522], [1.267, 1.701, -0.874], [2.192, 1.305, -2.413], [0.286, 3.181, -1.359], [2.512, 2.472, 0.220], [0.059, 4.238, -0.456], [-0.688, 5.346, -0.826], [-1.300, 5.402, -2.079], [-1.136, 4.334, -2.956], [-0.350, 3.227, -2.599], [0.468, 4.222, 0.557], [-0.784, 6.174, -0.133], [-1.888, 6.274, -2.367], [-1.617, 4.353, -3.934], [-0.267, 2.385, -3.291], [1.799, 0.211, -3.213], [2.514, -0.124, -4.368], [3.613, 0.648, -4.781], [3.993, 1.752, -4.014], [3.296, 2.064, -2.840], [0.929, -0.393, -2.948], [2.198, -0.999, -4.948], [4.158, 0.392, -5.695], [4.834, 2.381, -4.306], [3.651, 2.917, -2.258], [3.089, 3.721, -0.068], [4.072, 4.268, 0.764], [4.423, 3.616, 1.953], [3.795, 2.418, 2.286], [2.848, 1.850, 1.434], [2.771, 4.322, -0.928], [4.565, 5.196, 0.458], [5.191, 4.043, 2.607], [4.029, 1.910, 3.215], [2.374, 0.904, 1.720], [0.642, -0.579, -0.724], [1.287, -0.694, -0.077], [-2.863, -4.851, 2.575], [-2.248, -3.784, 2.006], [-2.912, -2.540, 1.995], [-2.274, -1.439, 1.432], [-0.994, -1.527, 0.930], [-0.366, -2.758, 0.891], [-0.964, -3.904, 1.423], [-3.777, -4.740, 2.986], [-2.416, -5.758, 2.578], [-3.850, -2.387, 2.447], [-2.680, -0.416, 1.363], [0.628, -2.690, 0.407], [-0.461, -4.832, 1.400]],
  "forces_ev_per_a": [[0.7156, 0.8169, 5.4915], [0.1443, -0.2371, -0.7694], [-8.8343, 2.1023, -4.4938], [6.3048, -1.6735, 2.0484], [1.3230, 3.7723, -1.1222], [-0.1279, -1.0474, -0.4897], [-0.7360, -0.0397, 0.3757], [-0.1079, -0.2130, 1.0132], [0.1862, -0.1143, 0.3370], [-0.0583, -0.0424, -0.1598], [0.2371, -0.1361, -0.0319], [0.0794, -0.2957, -0.1012], [-0.3400, 0.0789, -0.2688], [0.0173, -0.0929, -0.3872], [-0.0763, -0.1180, -0.0270], [0.1586, -0.2888, 0.0701], [0.1391, -0.0216, 0.2574], [0.1265, 0.3406, 0.0347], [0.3978, 0.2668, 0.0552], [-0.0403, 0.0322, -0.1129], [-0.3229, -0.0895, 0.2362], [-0.4552, -0.1869, 0.2460], [0.1649, 0.2192, 0.2015], [0.1435, 0.0216, -0.0338], [0.1780, 0.4512, 0.2012], [-0.2377, 0.0692, 0.4118], [-0.2351, -0.2286, 0.0531], [-0.1815, -0.3998, -0.2109], [0.1710, 0.3402, -0.1570], [-0.1508, -0.3356, -0.0118], [0.0548, 0.0668, -0.2946], [-0.1753, -0.0777, -0.0372], [0.1818, 0.0109, -0.3215], [0.1231, -0.4324, 0.2573], [-0.2939, -0.3174, 0.2600], [-0.3740, -0.1953, -0.2497], [0.0503, 0.0926, -0.0638], [0.1941, 0.2722, -0.0283], [3.5473, -2.4921, -0.2622], [-1.7637, -0.1473, -1.8943], [0.7486, 0.7916, -0.5712], [-0.6938, -1.0360, 0.5919], [1.7259, 1.6947, -1.1205], [0.5404, -0.8650, 0.2942], [-0.3765, -0.2357, -0.2582], [-0.7479, 0.1643, 0.3546], [0.3670, 2.3738, -0.7011], [0.0825, -0.2094, -0.0062], [-0.2310, 0.1386, 0.1049], [-1.0718, -0.0800, 0.3737], [-0.2056, -0.8749, 0.4073], [-0.7500, -0.7803, 0.5577], [0.4850, -0.8127, -0.0479]],
  "s_squared": 3.81,
  "homo_lumo_gap_ha": [0.212, 0.171],
  "relative_energy_kj_mol": 0.0,
  "energy_ev": -80504.5606,
  "spin_multiplicity": 4,
  "e_homo_ev": [-14.575, -14.567],
  "total_charge": 2
}

=====

Entry 4:
{
  "formula": "C24H23ClN2O3",
  "method": "ωB97M-V with the def2-TZVPD basis set",
  "species": ["C", "C", "O", "C", "C", "C", "C", "C", "C", "C", "O", "N", "C", "C", "C", "C", "O", "N", "C", "C", "C", "C", "C", "C", "C", "C", "C", "C", "C", "Cl", "H", "H", "H", "H", "H", "H", "H", "H", "H", "H", "H", "H", "H", "H", "H", "H", "H", "H", "H", "H", "H", "H", "H"],
  "coordinates": [[2.129, -0.011, -4.440], [0.960, 0.213, -3.490], [0.518, 1.565, -3.483], [1.383, 2.468, -2.895], [2.070, 3.354, -3.715], [2.934, 4.289, -3.174], [3.140, 4.332, -1.805], [2.458, 3.456, -0.984], [1.558, 2.531, -1.507], [0.836, 1.664, -0.528], [1.346, 1.328, 0.524], [-0.435, 1.350, -0.910], [-1.379, 0.587, -0.234], [-1.108, -0.047, 0.974], [-2.078, -0.803, 1.617], [-1.779, -1.541, 2.882], [-2.321, -2.594, 3.156], [-0.895, -0.928, 3.705], [-0.263, -1.630, 4.796], [1.192, -1.988, 4.446], [1.233, -2.677, 3.110], [1.646, -1.995, 1.973], [1.594, -2.603, 0.731], [1.131, -3.901, 0.611], [0.729, -4.592, 1.742], [0.780, -3.984, 2.982], [-3.335, -0.947, 1.040], [-3.624, -0.321, -0.159], [-2.656, 0.440, -0.789], [-3.028, 1.210, -2.301], [2.386, -1.066, -4.458], [2.998, 0.558, -4.113], [1.861, 0.306, -5.445], [1.238, -0.102, -2.475], [0.087, -0.360, -3.811], [1.910, 3.297, -4.781], [3.456, 4.975, -3.825], [3.826, 5.048, -1.380], [2.598, 3.474, 0.087], [-0.740, 1.680, -1.822], [-0.111, 0.038, 1.370], [-0.447, -0.082, 3.392], [-0.849, -2.538, 4.956], [-0.297, -1.015, 5.701], [1.591, -2.635, 5.229], [1.792, -1.075, 4.412], [2.011, -0.981, 2.052], [1.913, -2.055, -0.145], [1.083, -4.374, -0.359], [0.368, -5.606, 1.655], [0.456, -4.524, 3.859], [-4.073, -1.555, 1.538], [-4.598, -0.424, -0.611]],
  "forces_ev_per_a": [[-0.2887, 0.2133, 0.2226], [0.2618, -0.5313, -0.1514], [0.0240, 0.6122, 0.0624], [0.1048, 0.0752, 0.0563], [-0.1342, -0.1097, -0.0396], [-0.0134, -0.0559, -0.0004], [0.0264, 0.0370, 0.0544], [-0.0580, -0.0659, -0.0073], [0.1521, 0.0000, -0.2749], [-0.2231, 0.0196, -0.1079], [0.0945, -0.0229, 0.1355], [-0.1613, 0.1689, -0.3767], [-0.2333, -0.1383, 0.2039], [-0.0339, -0.0708, 0.1610], [-0.1706, 0.0199, -0.4564], [-0.1027, 0.1649, 0.0146], [-0.1353, -0.1732, -0.0396], [0.2274, 0.2989, 0.1804], [0.1247, -0.0997, 0.1851], [-0.2769, -0.0363, -0.0316], [0.1985, 0.0199, 0.0742], [0.0494, -0.0486, 0.0632], [0.0156, 0.0344, -0.1212], [0.0048, -0.0340, -0.1128], [-0.0377, -0.1036, 0.0093], [0.0541, 0.0236, -0.0283], [0.1040, -0.0298, 0.1346], [0.0687, 0.0177, 0.0417], [0.1219, -0.0651, 0.1446], [-0.0388, 0.0116, -0.0584], [0.0605, -0.1180, -0.0026], [0.0977, -0.0111, -0.0120], [-0.0015, 0.0028, -0.1066], [-0.1137, 0.0231, -0.0946], [0.0847, 0.0120, 0.1202], [-0.0244, -0.0384, -0.1010], [0.0409, 0.0521, -0.0610], [0.0466, 0.0648, 0.0433], [0.0112, -0.0143, 0.0782], [0.2645, -0.0342, 0.1908], [-0.0159, -0.0013, 0.0007], [-0.1427, -0.0437, -0.0686], [0.0659, 0.1291, 0.0735], [-0.0402, -0.1259, -0.0312], [0.0649, 0.0541, 0.0445], [0.0588, -0.0224, 0.0390], [0.0208, 0.1258, 0.0250], [0.0301, 0.0513, -0.0759], [0.0011, -0.0393, -0.0695], [-0.0340, -0.0823, -0.0063], [-0.0676, -0.0616, 0.1072], [-0.0676, -0.0765, 0.0313], [-0.0647, 0.0217, -0.0616]],
  "smiles": "CCOc1ccccc1C(=O)Nc1cc(C(=O)NCCc2ccccc2)ccc1Cl",
  "homo_lumo_gap_ha": 0.330,
  "relative_energy_kj_mol": 0.0,
  "energy_ev": -46908.0470,
  "e_homo_ev": -8.662,
  "total_charge": 0
}